[1]
Computed, not measured: a molecular structure, C18H18Cl3GeIrN3Sb, with the ωB97M-V functional and the def2-TZVPD basis.

Output
LUMO (alpha / beta) = -12.35 / -12.34 eV
Net charge = +3
Frontier orbital gap (alpha / beta) = 5.838 / 5.848 eV
2S+1 = 2
HOMO (alpha / beta) = -18.19 / -18.19 eV

Geometry as XYZ:
```
45
Properties=species:S:1:pos:R:3:forces:R:3
Ir -0.018 -0.380 -0.734 0.040 2.168 4.102
C -3.169 -0.570 -1.426 -0.208 0.094 0.150
C -3.047 -0.811 0.035 -0.428 -0.317 -0.184
C -4.106 -1.318 0.796 0.316 0.281 -0.139
C -3.959 -1.488 2.157 0.059 0.035 0.179
C -2.769 -1.095 2.770 -0.253 0.151 -0.467
C -1.777 -0.600 1.950 2.215 0.586 1.209
N -1.895 -0.500 0.641 1.585 -0.685 -1.891
Sb 0.005 0.396 2.881 -0.002 0.042 0.075
C -0.001 2.079 1.419 -0.004 -1.767 1.598
C 0.004 3.383 1.867 0.002 0.086 -0.414
C 0.004 4.392 0.907 0.009 -0.061 0.180
C 0.002 4.047 -0.431 -0.008 -0.187 -0.006
C -0.002 2.707 -0.801 -0.007 0.278 -0.282
C -0.002 2.256 -2.222 -0.006 0.187 -0.127
N -0.005 1.747 0.137 0.004 -1.423 -1.780
C 1.780 -0.593 1.934 -2.182 0.595 1.151
C 2.785 -1.077 2.742 0.269 0.126 -0.454
C 3.961 -1.489 2.115 -0.034 0.043 0.190
C 4.085 -1.345 0.749 -0.304 0.254 -0.155
C 3.016 -0.846 -0.001 0.367 -0.319 -0.212
C 3.112 -0.629 -1.468 0.214 0.114 0.174
N 1.876 -0.520 0.621 -1.668 -0.619 -1.859
H -3.741 -1.360 -1.906 0.153 -0.071 -0.160
H -2.176 -0.498 -1.889 0.126 0.023 -0.288
H -3.701 0.369 -1.596 0.121 0.044 -0.072
H -5.036 -1.568 0.308 -0.032 -0.019 -0.111
H -4.763 -1.897 2.755 -0.053 -0.047 -0.040
H -2.643 -1.161 3.840 0.090 0.034 0.028
H 0.008 3.624 2.921 -0.002 -0.096 0.036
H 0.009 5.429 1.213 -0.004 0.067 -0.042
H 0.002 4.809 -1.193 0.004 0.043 -0.122
H -0.012 3.107 -2.900 0.000 -0.041 -0.072
H -0.898 1.659 -2.429 0.051 0.023 -0.110
H 0.903 1.676 -2.433 -0.046 0.009 -0.108
H 2.683 -1.119 3.815 -0.105 0.021 0.065
H 4.771 -1.894 2.706 0.069 -0.049 -0.029
H 5.002 -1.611 0.247 0.053 -0.025 -0.105
H 3.676 -1.427 -1.946 -0.149 -0.063 -0.146
H 3.640 0.308 -1.658 -0.128 0.029 -0.095
H 2.111 -0.568 -1.919 -0.125 0.030 -0.268
Cl -1.642 -4.846 -4.407 0.613 0.542 0.233
Ge 0.068 -3.587 -4.164 0.123 -0.885 -0.413
Cl -0.060 -2.522 -1.883 -0.042 0.307 0.706
Cl 1.916 -4.668 -4.117 -0.691 0.464 0.076
```
Forces are in eV/Å.

These are the Löwdin partial charges, in e, on atoms 1 to 6: 1.05 0.00 -0.29 0.04 0.02 -0.06

=====

[2]
Computed, not measured: C18H18ClN3O3S3 in the gas phase, with the ωB97M-V functional and the def2-TZVPD basis.

Output
LUMO = 0.21 eV
Net charge = 0
Frontier orbital gap = 8.041 eV
2S+1 = 1
HOMO = -7.83 eV
Structure (SMILES) = COc1ccc(Cl)cc1-n1c(=S)sc2c(=O)[nH]c(SCC(=O)C(C)(C)C)nc21

Geometry as XYZ:
```
46
Properties=species:S:1:pos:R:3:forces:R:3
C 2.821 -2.289 -4.291 0.052 -0.086 -0.193
H 3.191 -1.506 -4.958 -0.017 -0.002 0.017
H 1.907 -2.729 -4.702 0.035 0.032 0.010
O 2.612 -1.790 -2.988 -0.315 0.132 0.281
C 1.793 -0.732 -2.819 -0.115 0.073 0.230
C 0.959 -0.192 -3.795 0.213 -0.211 -0.010
C 0.105 0.854 -3.496 -0.005 0.067 0.211
C 0.070 1.372 -2.213 0.210 -0.248 -0.119
C 0.904 0.875 -1.225 0.075 -0.070 -0.236
C 1.768 -0.159 -1.536 -0.213 0.049 -0.521
N 2.642 -0.658 -0.542 -0.038 -0.068 -0.110
C 2.192 -1.179 0.634 0.280 -0.765 1.367
C 3.198 -1.629 1.464 -0.104 0.215 -0.370
C 2.897 -2.205 2.742 -0.335 0.181 -0.448
O 3.642 -2.658 3.576 0.344 -0.125 0.246
N 1.499 -2.193 2.967 -0.177 -0.051 0.161
C 0.584 -1.725 2.090 0.128 0.168 -0.497
N 0.877 -1.245 0.923 -0.086 -0.010 -0.120
S -1.083 -1.821 2.583 -0.523 -0.098 0.117
C -1.860 -0.738 1.343 0.534 -0.328 0.414
C -1.639 0.721 1.716 -0.374 0.012 -0.172
O -0.551 1.102 2.060 0.113 0.107 0.063
C -2.863 1.626 1.678 0.017 0.442 0.079
C -3.701 1.413 0.415 0.157 -0.079 0.115
H -3.085 1.514 -0.475 -0.006 0.011 -0.129
H -4.184 0.440 0.398 -0.094 -0.116 -0.029
H -4.480 2.171 0.375 -0.094 0.058 -0.005
C -3.685 1.284 2.931 0.160 0.008 -0.123
H -3.096 1.453 3.830 0.031 0.020 0.118
H -4.564 1.924 2.971 -0.114 0.038 -0.002
H -4.015 0.248 2.924 -0.100 -0.133 0.031
C -2.403 3.084 1.749 0.033 -0.220 0.060
H -1.750 3.234 2.604 0.046 0.063 0.036
H -3.260 3.745 1.841 -0.143 0.056 -0.006
H -1.853 3.348 0.850 0.081 0.071 -0.049
H -1.359 -0.943 0.395 -0.134 0.036 -0.077
H -2.906 -1.026 1.301 0.005 -0.029 -0.028
H 1.197 -2.557 3.864 0.103 0.080 -0.088
S 4.760 -1.374 0.740 -0.363 0.160 -0.333
C 4.005 -0.641 -0.678 0.634 0.028 0.221
S 4.815 0.014 -1.931 0.398 0.133 -0.048
H 0.890 1.283 -0.226 0.001 0.065 0.097
Cl -1.003 2.671 -1.844 -0.191 0.310 0.037
H -0.535 1.263 -4.261 -0.068 0.047 -0.048
H 0.966 -0.588 -4.797 0.025 -0.067 -0.090
H 3.580 -3.061 -4.187 -0.064 0.045 -0.058
```
Forces are in eV/Å.

These are the Löwdin partial charges, in e, on atoms 1 to 6: -0.07 0.10 0.10 -0.11 -0.24 0.00

=====

[3]
Computed, not measured: C18H18ClNO4 in the gas phase, with the ωB97M-V functional and the def2-TZVPD basis.

Output
LUMO = 0.58 eV
Net charge = 0
Frontier orbital gap = 8.882 eV
2S+1 = 1
HOMO = -8.30 eV
Structure (SMILES) = COc1ccccc1NC(=O)CCC(=O)OCc1ccc(Cl)cc1

Geometry as XYZ:
```
42
Properties=species:S:1:pos:R:3:forces:R:3
C -2.470 -4.096 4.428 -0.077 -0.234 0.164
H -1.588 -4.351 5.022 -0.036 0.031 -0.021
O -2.175 -3.112 3.466 0.184 0.526 -0.210
C -1.722 -1.889 3.904 0.016 0.074 -0.058
C -1.560 -1.533 5.231 -0.089 -0.242 -0.082
C -1.097 -0.266 5.559 0.054 0.143 0.012
C -0.795 0.645 4.566 -0.024 -0.077 0.183
C -0.953 0.301 3.234 0.011 0.026 -0.111
C -1.415 -0.959 2.892 0.012 0.013 0.220
N -1.604 -1.389 1.575 -0.174 -0.469 0.306
C -1.359 -0.733 0.418 -0.402 -0.316 -0.450
O -0.974 0.414 0.332 0.135 0.285 0.071
C -1.606 -1.598 -0.817 0.118 0.114 -0.018
H -1.571 -0.947 -1.691 -0.062 0.003 0.133
H -2.588 -2.070 -0.760 -0.003 0.014 -0.025
C -0.513 -2.671 -0.938 0.138 0.146 0.019
C 0.841 -1.996 -0.812 -0.124 -0.604 0.293
O 1.535 -2.045 0.168 0.029 0.023 0.064
O 1.134 -1.324 -1.922 -0.195 0.146 -0.474
C 2.317 -0.520 -1.927 0.451 0.253 0.263
C 2.009 0.817 -2.542 -0.016 -0.163 -0.094
C 0.991 1.604 -2.014 0.101 -0.013 -0.034
C 0.690 2.831 -2.577 0.014 0.024 -0.022
C 1.418 3.276 -3.669 0.120 -0.242 0.039
C 2.436 2.506 -4.205 -0.057 0.164 -0.021
C 2.723 1.276 -3.640 -0.079 -0.066 0.171
H 3.513 0.672 -4.060 0.074 -0.084 -0.055
H 2.994 2.863 -5.056 0.026 0.057 -0.074
Cl 1.050 4.812 -4.375 -0.056 0.204 -0.091
H -0.101 3.438 -2.167 -0.070 0.086 0.018
H 0.423 1.259 -1.162 -0.073 -0.040 0.063
H 2.661 -0.409 -0.891 -0.032 -0.057 -0.259
H 3.084 -1.049 -2.503 -0.096 0.071 0.102
H -0.598 -3.413 -0.144 0.085 0.031 -0.073
H -0.585 -3.161 -1.909 -0.012 -0.029 0.037
H -1.915 -2.350 1.522 0.032 0.147 -0.151
H -0.719 1.003 2.451 -0.003 0.002 -0.035
H -0.434 1.629 4.823 0.033 0.090 0.014
H -0.975 -0.002 6.598 0.011 0.021 0.086
H -1.789 -2.230 6.021 -0.033 -0.096 0.029
H -2.790 -4.971 3.865 0.017 0.037 0.096
H -3.279 -3.777 5.092 0.050 0.001 -0.026
```
Forces are in eV/Å.

These are the Löwdin partial charges, in e, on atoms 1 to 6: -0.08 0.10 -0.10 -0.21 -0.03 -0.09

=====

[4]
Computed, not measured: C18H18ClNOS in the gas phase, with the ωB97M-V functional and the def2-TZVPD basis.

Output
LUMO = 0.11 eV
Net charge = 0
Frontier orbital gap = 8.613 eV
2S+1 = 1
HOMO = -8.50 eV
Structure (SMILES) = O=C(/C=C/c1ccccc1)NCCSCc1ccccc1Cl

Geometry as XYZ:
```
40
Properties=species:S:1:pos:R:3:forces:R:3
O 0.126 -0.569 -0.856 -0.112 -0.134 -0.055
C 0.914 -0.250 0.015 0.125 0.077 -0.084
N 1.842 0.729 -0.166 0.257 0.107 0.160
H 2.464 0.973 0.588 -0.117 -0.153 0.036
C 1.896 1.534 -1.360 -0.129 0.039 -0.192
C 1.628 3.002 -1.042 -0.051 0.077 -0.461
H 2.465 3.439 -0.494 -0.060 0.009 0.088
H 0.717 3.115 -0.456 0.061 -0.033 0.112
S 1.437 3.996 -2.555 -0.068 0.154 0.062
C -0.390 3.988 -2.731 0.569 0.095 0.200
C -0.932 2.612 -2.927 -0.197 -0.073 0.088
C -0.685 1.940 -4.121 -0.083 -0.044 0.069
C -1.150 0.657 -4.332 0.056 0.043 -0.086
C -1.883 0.017 -3.347 -0.074 0.058 0.104
C -2.142 0.661 -2.152 -0.066 -0.038 -0.104
C -1.662 1.944 -1.948 0.000 -0.045 -0.326
Cl -2.006 2.701 -0.423 -0.082 0.051 0.248
H -2.698 0.168 -1.371 -0.012 -0.028 0.091
H -2.244 -0.988 -3.499 -0.029 -0.111 -0.006
H -0.939 0.155 -5.264 0.011 -0.047 -0.088
H -0.104 2.442 -4.881 0.064 0.037 -0.086
H -0.805 4.472 -1.849 -0.067 0.023 -0.182
H -0.570 4.608 -3.609 -0.059 0.025 0.037
H 2.874 1.435 -1.844 -0.137 -0.007 -0.028
H 1.129 1.140 -2.032 0.197 0.080 0.048
C 0.965 -0.890 1.344 -0.354 -0.455 0.265
C 0.118 -1.881 1.641 0.302 0.538 -0.496
C 0.019 -2.624 2.883 -0.045 -0.315 0.518
C 0.805 -2.343 4.003 -0.078 -0.024 -0.115
C 0.672 -3.083 5.161 0.071 0.035 0.060
C -0.245 -4.120 5.228 -0.060 -0.059 -0.015
C -1.033 -4.411 4.126 -0.028 -0.099 0.143
C -0.904 -3.671 2.967 0.142 0.202 -0.092
H -1.519 -3.900 2.110 -0.051 -0.005 -0.093
H -1.750 -5.218 4.173 -0.051 -0.056 -0.003
H -0.345 -4.698 6.135 -0.011 -0.044 0.068
H 1.287 -2.853 6.019 0.043 0.023 0.056
H 1.522 -1.537 3.969 0.072 0.085 0.000
H -0.575 -2.171 0.859 -0.024 0.029 -0.099
H 1.703 -0.522 2.042 0.073 -0.016 0.157
```
Forces are in eV/Å.

These are the Löwdin partial charges, in e, on atoms 1 to 6: 0.05 -0.49 0.06 0.14 -0.24 -0.47

=====

[5]
Computed, not measured: a molecular structure, C18H18CrN2S2SbSe4, with the ωB97M-V functional and the def2-TZVPD basis.

Output
LUMO (alpha / beta) = 1.64 / 0.86 eV
Net charge = -1
Frontier orbital gap (alpha / beta) = 5.650 / 4.864 eV
2S+1 = 5
HOMO (alpha / beta) = -4.01 / -4.00 eV

Geometry as XYZ:
```
46
Properties=species:S:1:pos:R:3:forces:R:3
Cr -0.163 -0.236 -0.052 0.338 0.530 -0.465
S -0.720 1.945 -0.769 -0.295 -0.086 -0.007
C 0.609 2.522 -1.678 0.137 -0.156 0.085
N 0.572 3.773 -2.216 -0.012 -0.077 -0.189
C 1.804 4.333 -2.738 -0.017 0.015 0.065
C 2.512 3.264 -3.538 0.019 -0.037 -0.001
N 2.761 2.111 -2.694 -0.012 0.051 0.038
C 4.139 1.653 -2.581 0.049 -0.003 -0.015
C 4.990 2.672 -1.859 0.005 -0.001 -0.047
C 5.985 3.381 -2.521 -0.033 -0.036 0.013
C 6.720 4.355 -1.858 0.012 0.025 0.036
C 6.461 4.630 -0.524 0.024 0.001 -0.048
C 5.470 3.924 0.146 -0.033 -0.040 -0.021
C 4.739 2.949 -0.517 0.000 0.053 0.079
C 1.780 1.719 -1.831 -0.188 0.130 0.096
S 1.965 0.274 -0.924 0.107 -0.287 -0.007
C -0.603 4.629 -2.134 0.018 0.096 0.099
C -0.568 5.590 -0.964 -0.018 -0.039 -0.008
C -1.304 5.324 0.187 0.027 -0.013 0.047
C -1.251 6.189 1.271 0.011 0.006 -0.012
C -0.463 7.329 1.216 -0.002 -0.006 -0.005
C 0.269 7.606 0.069 0.008 -0.001 -0.010
C 0.212 6.741 -1.014 -0.021 0.040 0.003
H 2.456 4.676 -1.926 -0.012 0.046 0.000
H 1.558 5.189 -3.367 -0.007 -0.014 -0.025
H 3.465 3.637 -3.911 0.004 0.007 0.017
H 1.890 2.973 -4.392 0.019 0.004 -0.024
H 4.531 1.473 -3.585 0.002 0.014 -0.008
H 4.138 0.704 -2.049 -0.007 -0.008 -0.024
H 6.188 3.166 -3.565 0.002 0.002 0.000
H 7.493 4.901 -2.386 0.001 -0.001 0.002
H 7.032 5.391 -0.006 -0.001 -0.001 0.002
H 5.266 4.129 1.189 0.003 0.000 0.000
H 3.967 2.399 0.010 -0.001 -0.013 -0.017
H -1.481 3.990 -2.063 -0.005 0.010 -0.029
H -0.666 5.188 -3.072 0.036 0.005 -0.001
H -1.902 4.424 0.241 0.000 0.009 -0.011
H -1.823 5.964 2.162 0.001 0.003 0.000
H -0.419 8.002 2.063 -0.002 -0.003 0.003
H 0.880 8.498 0.015 -0.001 0.002 0.007
H 0.775 6.975 -1.911 -0.004 -0.008 -0.008
Se -3.675 -1.819 2.775 0.385 -0.082 0.011
Sb -1.356 -2.201 2.162 -0.638 -1.005 1.070
Se -0.071 -0.070 2.336 0.171 0.255 -0.132
Se -1.328 -2.255 -0.341 0.160 0.291 -0.573
Se -0.007 -4.097 2.854 -0.232 0.323 0.013
```
Forces are in eV/Å.

These are the Löwdin partial charges, in e, on atoms 1 to 6: -0.42 0.69 -0.63 -0.12 -0.13 -0.12

=====

[6]
Computed, not measured: C18H18F2N4O3 in the gas phase, with the ωB97M-V functional and the def2-TZVPD basis.

Output
LUMO = 0.75 eV
Net charge = 0
Frontier orbital gap = 9.662 eV
2S+1 = 1
HOMO = -8.92 eV
Structure (SMILES) = CCN(Cc1cnn(C)c1)C(=O)c1cc(COc2ccc(F)cc2F)on1

Geometry as XYZ:
```
45
Properties=species:S:1:pos:R:3:forces:R:3
C -2.862 -1.884 -0.429 -0.039 0.171 -0.113
H -2.063 -2.107 0.270 0.020 -0.081 0.057
H -3.065 -2.773 -1.019 -0.014 -0.173 -0.045
H -3.756 -1.617 0.127 -0.095 -0.018 0.020
C -2.435 -0.747 -1.356 0.013 -0.589 -0.049
N -2.209 0.499 -0.656 -0.044 0.244 -0.043
C -1.080 0.842 -0.003 -0.449 0.112 -0.173
O -0.968 1.895 0.608 0.315 0.014 0.170
C 0.100 -0.061 -0.062 1.075 -0.389 0.137
N 0.136 -1.321 -0.423 -0.959 0.090 -0.137
O 1.412 -1.743 -0.310 0.709 -0.034 0.136
C 2.179 -0.732 0.133 -0.405 0.987 0.125
C 1.402 0.373 0.315 0.283 -0.629 -0.124
H 1.679 1.346 0.655 0.095 0.207 0.081
C 3.635 -0.979 0.332 -0.120 -0.506 0.110
O 4.312 0.206 -0.043 -0.248 0.038 -0.045
C 5.662 0.287 0.061 0.423 0.068 0.038
C 6.546 -0.702 0.493 -0.062 0.087 -0.038
C 7.912 -0.487 0.549 0.051 0.216 -0.071
C 8.410 0.741 0.164 -0.262 -0.102 0.009
C 7.570 1.752 -0.271 0.209 -0.092 0.054
C 6.213 1.516 -0.318 -0.092 -0.365 0.122
H 5.530 2.280 -0.652 -0.086 0.100 -0.044
H 7.980 2.704 -0.567 0.058 0.097 -0.028
F 9.737 0.954 0.216 -0.028 -0.006 0.001
H 8.565 -1.275 0.888 0.062 -0.083 0.035
F 6.107 -1.926 0.879 -0.009 0.150 -0.060
H 3.939 -1.833 -0.285 -0.016 0.132 0.130
H 3.827 -1.220 1.387 0.013 0.027 -0.232
C -3.313 1.450 -0.642 -0.048 0.299 0.111
C -4.519 0.921 0.057 -0.284 0.011 -0.177
C -5.734 0.558 -0.488 0.382 0.149 0.134
N -6.511 0.128 0.527 0.360 0.120 -0.268
N -5.873 0.185 1.690 -0.186 -0.194 0.795
C -4.672 0.662 1.431 -0.109 0.064 -0.386
H -3.955 0.804 2.214 0.151 0.020 0.238
C -7.864 -0.340 0.457 -0.459 -0.149 -0.031
H -8.526 0.444 0.087 0.024 -0.041 0.044
H -7.939 -1.209 -0.201 -0.001 0.035 0.059
H -8.167 -0.622 1.464 0.026 0.018 -0.079
H -6.090 0.586 -1.499 -0.082 -0.001 -0.228
H -3.568 1.706 -1.677 0.069 0.011 0.089
H -2.945 2.343 -0.130 -0.105 -0.131 -0.231
H -1.520 -1.041 -1.874 -0.242 0.084 -0.095
H -3.218 -0.562 -2.097 0.107 0.034 0.000
```
Forces are in eV/Å.

These are the Löwdin partial charges, in e, on atoms 1 to 6: -0.06 0.06 0.08 0.06 -0.20 -0.04